Model i:
# CH4N2O

An isolated molecule of CH4N2O (ωB97M-V/def2-TZVPD, the Open Molecules 2025 dataset).

Computed properties:
HOMO level	-10.107	eV
SMILES string	NC(N)=O
frontier orbital gap	10.893	eV

```
! RIJCOSX wB97M-V def2-TZVPD def2/J DEFGRID3
* xyz 0 1
N -0.286 1.182 0.351
C 0.202 0.024 0.893
N 0.058 -1.322 -0.003
O 0.601 -0.086 2.032
H -0.889 1.080 -0.490
H -0.411 2.071 0.850
H 0.357 -1.085 -0.887
H 0.593 -1.837 0.617
*
```

---

Model ii:
# CH4N2O

An isolated molecule of CH4N2O (ωB97M-V/def2-TZVPD, the Open Molecules 2025 dataset).

Computed properties:
HOMO level	-9.957	eV
SMILES string	NC(N)=O
frontier orbital gap	10.782	eV

```
! RIJCOSX wB97M-V def2-TZVPD def2/J DEFGRID3
* xyz 0 1
N 1.115 -0.396 0.010
C 0.069 0.482 0.050
N -1.162 -0.075 -0.316
O 0.213 1.655 0.336
H 1.005 -1.377 -0.168
H 2.037 -0.012 0.107
H -1.385 -0.901 0.223
H -1.892 0.625 -0.243
*
```

---

Model iii:
# CH4N2O

An isolated molecule of CH4N2O (ωB97M-V/def2-TZVPD, the Open Molecules 2025 dataset).

Computed properties:
HOMO level	-9.115	eV
SMILES string	[H]/N=C\NO
frontier orbital gap	9.898	eV

```
! RIJCOSX wB97M-V def2-TZVPD def2/J DEFGRID3
* xyz 0 1
H 2.054 -1.100 -0.172
N 1.761 -0.018 -0.072
C 0.536 0.351 -0.106
N -0.523 -0.350 -0.031
O -1.940 0.007 -0.179
H 0.601 1.582 -0.093
H -0.601 -1.265 0.186
H -1.887 0.793 0.469
*
```

---

Model iv:
# CH4N2O

An isolated molecule of CH4N2O (ωB97M-V/def2-TZVPD, the Open Molecules 2025 dataset).

Computed properties:
HOMO level	-9.160	eV
SMILES string	NNC=O
frontier orbital gap	10.144	eV

```
! RIJCOSX wB97M-V def2-TZVPD def2/J DEFGRID3
* xyz 0 1
N -1.213 0.150 0.185
N -0.093 -0.378 -0.111
C 1.106 0.420 -0.026
O 2.212 -0.193 0.154
H -1.604 0.351 -0.719
H -1.667 -0.434 0.907
H 0.223 -1.413 -0.351
H 1.036 1.497 -0.040
*
```

---

The computed energies, referenced to the most stable structure and given in kJ/mol, are model i 90.7; model ii 0.0; model iii 444.2; model iv 299.2.

---

Model i:
# C6H7NO

An isolated molecule of C6H7NO (ωB97M-V/def2-TZVPD, the Open Molecules 2025 dataset).

Computed properties:
HOMO level	-7.932	eV
SMILES string	C=COc1cc[nH]c1
frontier orbital gap	8.943	eV

```
! RIJCOSX wB97M-V def2-TZVPD def2/J DEFGRID3
* xyz 0 1
C 2.587 0.677 0.624
C 2.229 -0.204 -0.302
O 1.058 -0.977 -0.276
C -0.170 -0.410 -0.126
C -0.486 0.940 -0.417
C -1.844 1.068 -0.154
N -2.298 -0.152 0.278
C -1.286 -1.045 0.257
H 3.578 1.165 0.594
H 1.909 0.980 1.440
H 2.940 -0.515 -1.023
H 0.184 1.711 -0.678
H -2.609 1.826 -0.368
H -3.211 -0.396 0.679
H -1.355 -2.047 0.320
*
```

---

Model ii:
# C6H7NO

A structure of composition C6H7NO (ωB97M-V/def2-TZVPD, the Open Molecules 2025 dataset).

Computed properties:
HOMO level	-10.444	eV
frontier orbital gap	11.183	eV

```
! RIJCOSX wB97M-V def2-TZVPD def2/J DEFGRID3
* xyz 0 1
C -1.835 -0.040 0.055
C -0.354 -0.106 0.126
C 0.271 1.280 0.125
C 1.748 0.842 -0.099
C 1.466 -0.641 -0.188
C 0.581 -0.889 0.941
H -0.187 1.968 -0.683
H 0.268 1.661 1.175
H 2.333 1.127 0.787
H 2.151 1.288 -0.978
H 2.187 -1.361 -0.546
H 0.747 -0.541 1.961
H 0.327 -1.971 0.948
N -2.967 0.147 -0.049
O 0.210 -0.735 -1.010
*
```

---

Model iii:
# C6H7NO

A structure of composition C6H7NO (ωB97M-V/def2-TZVPD, the Open Molecules 2025 dataset).

Computed properties:
HOMO level	-7.299	eV
frontier orbital gap	8.119	eV

```
! RIJCOSX wB97M-V def2-TZVPD def2/J DEFGRID3
* xyz 0 1
C 0.265 0.948 -1.143
C 1.062 -0.172 -1.586
C 0.766 -1.352 -0.909
C 0.016 -0.811 0.133
C -0.440 -0.960 1.519
C -1.255 0.490 1.178
H 0.639 2.378 -2.283
H 1.828 -0.252 -2.333
H 1.489 -2.144 -0.710
H 0.635 -0.647 2.293
H -1.122 -1.984 2.080
H -1.149 1.373 2.142
H -2.400 0.409 1.237
N -0.470 0.447 -0.072
O 0.136 2.278 -1.546
*
```

---

Model iv:
# C6H7NO

An isolated molecule of C6H7NO (ωB97M-V/def2-TZVPD, the Open Molecules 2025 dataset).

Computed properties:
HOMO level (alpha / beta)	-8.114 / -7.979	eV
frontier orbital gap (alpha / beta)	6.965 / 6.772	eV

```
! RIJCOSX wB97M-V def2-TZVPD def2/J DEFGRID3
* xyz 0 1
C -1.169 1.355 0.644
C 0.663 -1.170 -0.905
C 0.010 1.169 1.311
C 0.884 -1.895 0.215
C -1.017 0.699 -0.697
C 0.488 0.336 -0.650
N 1.066 0.659 0.627
O 1.080 -1.252 1.333
H -2.077 1.581 1.135
H 0.552 -1.663 -1.778
H 0.383 1.342 2.381
H 0.912 -3.088 0.148
H -1.610 -0.319 -0.785
H -1.301 1.301 -1.543
H 1.137 0.944 -1.437
*
```

---

The computed energies, referenced to the most stable structure and given in kJ/mol, are model i 0.0; model ii 39.9; model iii 360.2; model iv 299.7.

---

Model i:
# C2HBrF2S

A cluster of 2 separate species, C2HBrF2S in total (ωB97M-V/def2-TZVPD, the Open Molecules 2025 dataset).

Computed properties:
HOMO level (alpha / beta)	-8.720 / -10.274	eV
frontier orbital gap (alpha / beta)	5.552 / 8.787	eV

```
! RIJCOSX wB97M-V def2-TZVPD def2/J DEFGRID3
* xyz 0 1
C -0.288 0.630 -0.063
C 0.730 1.546 0.406
F -1.597 0.869 0.159
F 0.778 2.411 1.387
S 0.552 1.757 -1.275
Br 3.509 -0.174 0.020
H -0.100 -0.434 -0.160
*
```

---

Model ii:
# C2HBrF2S

A cluster of 2 separate species, C2HBrF2S in total (ωB97M-V/def2-TZVPD, the Open Molecules 2025 dataset).

Computed properties:
HOMO level	-9.768	eV
frontier orbital gap	8.487	eV

```
! RIJCOSX wB97M-V def2-TZVPD def2/J DEFGRID3
* xyz 0 1
C -0.312 -0.054 0.297
C -0.123 -1.516 0.323
F 1.055 -2.142 0.541
F -1.032 -2.343 0.574
S -0.272 -0.628 -1.314
Br 0.743 3.732 -0.542
H -0.060 2.951 0.121
*
```

---

The computed energies, referenced to the most stable structure and given in kJ/mol, are model i 0.0; model ii 7.1.

---

Model i:
# C9H13N2O

A cluster of 2 separate species, C9H13N2O in total (ωB97M-V/def2-TZVPD, the Open Molecules 2025 dataset).

Computed properties:
HOMO level (alpha / beta)	-12.301 / -12.681	eV
frontier orbital gap (alpha / beta)	7.555 / 7.420	eV

```
! RIJCOSX wB97M-V def2-TZVPD def2/J DEFGRID3
* xyz 1 1
C -0.302 -0.799 1.792
C -0.645 3.298 1.089
C -0.848 2.007 1.583
C -0.336 3.133 -0.281
C -0.463 1.125 0.526
C 0.097 -2.557 -0.224
C -0.164 -0.815 -1.801
C 1.796 -0.643 -0.349
C -0.467 -0.251 0.514
N -0.206 -1.287 2.838
N 0.320 -1.058 -0.470
O -0.220 1.849 -0.582
H -0.795 4.144 1.603
H -1.273 1.835 2.541
H -0.106 3.815 -1.088
H 0.515 -2.980 0.717
H -0.890 -2.844 -0.180
H 0.603 -3.140 -1.059
H 0.074 -1.656 -2.502
H -1.140 -0.509 -1.605
H 0.329 0.037 -2.343
H 2.293 -1.177 0.399
H 2.278 -0.923 -1.288
H 1.777 0.422 -0.322
H -2.223 -1.024 0.493
*
```

---

Model ii:
# C9H13N2O

A cluster of 2 separate species, C9H13N2O in total (ωB97M-V/def2-TZVPD, the Open Molecules 2025 dataset).

Computed properties:
HOMO level (alpha / beta)	-13.317 / -13.319	eV
frontier orbital gap (alpha / beta)	6.821 / 6.823	eV

```
! RIJCOSX wB97M-V def2-TZVPD def2/J DEFGRID3
* xyz 1 1
C -0.279 -3.721 -1.245
C 0.388 -4.691 -1.217
C 1.002 0.560 0.323
C 0.532 -0.225 -2.597
C -2.195 -0.713 -0.283
C -1.404 -1.290 -1.445
C -1.160 -0.292 0.709
C -0.194 -0.452 -1.544
C 0.956 1.348 1.696
N -0.045 0.037 -0.213
N 2.314 1.822 1.869
O 2.105 0.658 -0.310
H 0.263 -0.644 -3.551
H 1.237 0.614 -2.534
H -2.790 0.253 -0.523
H -2.964 -1.345 0.122
H -1.093 -2.369 -1.132
H -1.907 -1.257 -2.407
H -1.456 0.663 1.131
H -0.848 -1.142 1.292
H 0.746 0.792 2.539
H 0.198 2.166 1.680
H 2.421 1.889 2.946
H 2.598 2.821 1.568
H 2.749 1.155 0.226
*
```

---

The computed energies, referenced to the most stable structure and given in kJ/mol, are model i 0.0; model ii 401.4.